(1)
DFT (ωB97M-V/def2-TZVPD) results for a molecular structure, C10H12CrF6N6O6S2.

Last column: Löwdin charge in e.
CARTESIAN COORDINATES (ANGSTROEM)
Cr1 0.80 -0.24 0.46  0.817
N1 0.25 2.22 -1.99  0.073
N2 -0.92 2.71 -1.39  0.004
C1 -1.18 2.46 -0.10  -0.390
N3 -2.39 2.76 0.36  0.232
N4 -0.17 1.90 0.59  0.098
N5 -0.35 1.61 1.88  -0.403
O1 0.41 0.69 2.26  -0.041
O2 -1.14 2.15 2.63  0.107
H1 0.72 2.98 -2.46  0.099
H2 -0.01 1.49 -2.66  0.071
H3 -1.72 2.89 -1.99  0.125
H4 -3.15 2.83 -0.30  0.113
H5 -2.59 2.61 1.33  0.105
F1 -1.06 -3.57 -0.86  0.165
C2 -1.91 -2.76 -1.47  -0.674
F2 -3.10 -2.85 -0.88  0.165
F3 -2.01 -3.10 -2.75  0.159
S1 -1.27 -1.02 -1.33  0.629
O3 -1.73 -0.52 -0.04  -0.294
O4 0.19 -1.15 -1.39  -0.348
N6 -1.75 -0.21 -2.56  -0.290
S2 -3.26 0.28 -2.75  0.629
O5 -3.41 1.67 -2.39  -0.295
O6 -4.24 -0.66 -2.30  -0.241
C3 -3.30 0.26 -4.59  -0.691
F4 -2.37 1.07 -5.09  0.143
F5 -4.50 0.68 -4.97  0.151
F6 -3.09 -0.97 -5.05  0.159
C4 2.64 -1.19 0.58  -0.214
C5 3.14 -1.17 1.98  -0.339
C6 2.62 -2.04 2.94  -0.068
C7 3.02 -1.98 4.27  -0.095
C8 3.95 -1.04 4.68  -0.109
C9 4.49 -0.17 3.74  -0.097
C10 4.09 -0.24 2.41  -0.064
H6 3.34 -0.70 -0.10  0.050
H7 2.48 -2.22 0.23  0.052
H8 1.88 -2.78 2.64  0.110
H9 2.59 -2.68 4.99  0.099
H10 4.26 -0.99 5.71  0.094
H11 5.22 0.56 4.04  0.098
H12 4.52 0.44 1.69  0.106

Results
2S+1   5
Gap between HOMO and LUMO (spin up / spin down)   6.8 / 6.7 eV
⟨S²⟩   6.05
HOMO (spin up / spin down)   -0.2797 / -0.2779 Ha
Total charge   0
Energy above the lowest of the compared OMol25 structures with the same formula, charge and spin   13.4 kJ/mol

---

(2)
DFT (ωB97M-V/def2-TZVPD) results for a single C4H9NO molecule at a distorted geometry.

Last column: Löwdin charge in e.
CARTESIAN COORDINATES (ANGSTROEM)
C1 -1.36 -0.17 0.84  -0.243
C2 -0.12 -0.31 -0.03  -0.606
C3 1.11 -0.61 0.82  -0.057
C4 0.13 0.79 -1.07  -0.022
N1 -0.49 -1.63 -0.64  0.208
O1 -1.70 -1.55 0.96  -0.065
H1 -1.20 0.27 1.83  0.122
H2 -2.17 0.38 0.33  0.113
H3 1.92 -0.93 0.17  0.083
H4 0.88 -1.41 1.51  0.083
H5 1.41 0.27 1.38  0.083
H6 -0.53 1.64 -0.89  0.078
H7 -0.05 0.43 -2.08  0.076
H8 1.16 1.15 -1.02  0.075
H9 -1.27 -1.55 -1.29  0.071

Results
Gap between HOMO and LUMO (spin up / spin down)   9.6 / 9.1 eV
HOMO (spin up / spin down)   -0.3680 / -0.3608 Ha
Total charge   0
Energy above the lowest of the compared OMol25 structures with the same formula, charge and spin   467.2 kJ/mol

---

(3)
DFT (ωB97M-V/def2-TZVPD) results for a molecular structure, C21H16Cl2CsN4O3.

Last column: Löwdin charge in e.
CARTESIAN COORDINATES (ANGSTROEM)
Cs1 -1.50 -1.26 2.09  1.266
Cl1 -4.31 -6.64 0.61  0.610
C1 -3.97 -4.96 0.25  -0.690
C2 -2.67 -4.57 0.02  -0.062
C3 -2.30 -3.25 -0.28  -0.304
N1 -0.95 -2.98 -0.56  0.102
C4 -0.05 -3.35 0.32  -0.683
O1 -0.18 -3.87 1.46  -0.163
C5 1.38 -3.05 -0.06  -0.210
C6 2.23 -4.11 -0.41  -0.016
C7 3.55 -3.83 -0.68  -0.086
C8 4.00 -2.52 -0.58  -0.096
C9 3.09 -1.55 -0.22  -0.162
N2 1.80 -1.79 0.02  0.127
C10 -3.33 -2.28 -0.33  -0.305
C11 -4.64 -2.70 -0.09  -0.061
C12 -4.97 -4.01 0.19  -0.689
Cl2 -6.65 -4.42 0.47  0.610
N3 -3.09 -0.93 -0.65  0.095
C13 -3.57 -0.03 0.17  -0.682
O2 -4.19 -0.16 1.26  -0.149
C14 -3.28 1.41 -0.22  -0.211
C15 -4.35 2.27 -0.46  -0.017
C16 -4.09 3.59 -0.77  -0.088
C17 -2.76 4.02 -0.80  -0.095
C18 -1.78 3.09 -0.51  -0.154
N4 -2.02 1.81 -0.23  0.129
H1 -1.88 -5.32 0.09  0.111
H2 1.83 -5.11 -0.45  0.116
H3 4.23 -4.63 -0.96  0.097
H4 5.03 -2.26 -0.79  0.089
H5 3.40 -0.51 -0.14  0.095
H6 -5.42 -1.96 -0.11  0.111
H7 -5.36 1.89 -0.40  0.115
H8 -4.89 4.28 -0.99  0.097
H9 -2.51 5.04 -1.03  0.088
H10 -0.73 3.39 -0.50  0.097
C19 2.45 1.04 3.53  -0.010
C20 1.11 0.93 4.21  -0.502
C21 1.11 0.52 5.67  -0.016
O3 0.08 1.10 3.61  -0.012
H11 3.25 1.32 4.22  0.074
H12 2.38 1.75 2.71  0.089
H13 2.69 0.07 3.10  0.094
H14 1.94 0.97 6.22  0.075
H15 1.22 -0.56 5.72  0.094
H16 0.16 0.79 6.13  0.084

Results
Gap between HOMO and LUMO   5.9 eV
HOMO   -0.1502 Ha
Total charge   -1
Energy above the lowest of the compared OMol25 structures with the same formula, charge and spin   64.5 kJ/mol

---

(4)
DFT (ωB97M-V/def2-TZVPD) results for 3 unconnected molecules or ions with the total composition C32H45BBrFN2O12PS2 at a distorted geometry.

Last column: Löwdin charge in e.
CARTESIAN COORDINATES (ANGSTROEM)
C1 0.97 -2.63 5.16  -0.186
C2 -0.42 -2.28 5.72  -0.466
P1 -1.79 -3.07 4.76  0.972
C3 -3.22 -2.56 5.81  -0.331
B1 -1.90 -1.88 3.19  -1.075
F1 -0.56 -1.53 2.83  0.045
O1 -2.64 -2.42 2.05  0.018
C4 -2.80 -1.28 1.22  -0.342
C5 -3.83 -1.55 0.14  -0.135
C6 -3.24 -2.01 -1.20  -0.251
C7 -2.16 -1.08 -1.78  -0.474
S1 -0.62 -1.99 -1.97  0.968
C8 0.66 -0.85 -1.66  -1.092
S2 0.50 0.71 -1.25  0.752
N1 1.87 -1.59 -1.81  -0.225
C9 2.31 -1.72 -3.19  -0.164
C10 3.36 -0.67 -3.63  -0.165
O2 3.49 0.36 -2.67  -0.202
C11 3.91 -0.17 -1.43  -0.182
C12 2.92 -1.21 -0.86  -0.151
C13 -3.11 -0.14 2.25  -0.664
Br1 -2.05 1.50 1.56  0.672
C14 -4.57 0.31 2.36  -0.188
C15 -4.94 0.99 3.68  -0.179
C16 -4.64 2.50 3.79  -0.185
C17 -3.83 2.98 4.98  -0.186
N2 -2.39 2.77 4.82  -0.103
C18 -1.89 1.44 5.24  -0.047
C19 -1.60 3.78 5.39  -0.522
C20 -0.15 3.72 4.97  -0.003
O3 -2.02 4.63 6.13  0.058
O4 -2.67 -0.58 3.43  -0.060
H1 0.91 -3.40 4.39  0.048
H2 1.44 -1.76 4.70  0.059
H3 1.64 -2.98 5.95  0.052
H4 -0.54 -1.20 5.79  0.060
H5 -0.53 -2.67 6.74  0.054
H6 -3.42 -1.49 5.78  0.011
H7 -4.13 -3.09 5.50  0.022
H8 -3.00 -2.83 6.85  0.017
H9 -1.82 -1.06 0.77  0.097
H10 -4.48 -2.35 0.51  0.125
H11 -4.47 -0.68 -0.03  0.112
H12 -2.85 -3.02 -1.08  0.092
H13 -4.05 -2.09 -1.93  0.101
H14 -1.95 -0.22 -1.14  0.012
H15 -2.46 -0.71 -2.76  0.073
H16 1.43 -1.66 -3.83  0.071
H17 2.73 -2.72 -3.34  0.121
H18 4.34 -1.15 -3.79  0.124
H19 3.06 -0.21 -4.57  0.120
H20 4.05 0.67 -0.74  0.105
H21 4.90 -0.63 -1.57  0.122
H22 2.44 -0.84 0.04  0.110
H23 3.47 -2.11 -0.59  0.121
H24 -5.18 -0.59 2.24  0.125
H25 -4.82 0.99 1.54  0.099
H26 -4.49 0.43 4.50  0.089
H27 -6.02 0.86 3.79  0.105
H28 -5.60 3.02 3.86  0.102
H29 -4.16 2.87 2.88  0.069
H30 -4.20 2.53 5.91  0.129
H31 -3.98 4.05 5.09  0.110
H32 -1.29 0.97 4.46  0.069
H33 -1.31 1.50 6.16  0.094
H34 -2.75 0.80 5.43  0.066
H35 0.22 4.74 4.87  0.080
H36 0.44 3.25 5.77  0.082
H37 -0.01 3.15 4.06  0.073
C21 1.99 -4.12 -7.58  0.074
C22 1.32 -4.84 -8.48  -0.233
C23 -0.10 -4.51 -8.91  -0.312
O5 -0.58 -5.25 -9.75  0.095
C24 -0.76 -3.39 -8.30  0.071
C25 -0.10 -2.66 -7.39  -0.225
C26 1.33 -2.98 -6.98  -0.293
O6 1.84 -2.23 -6.16  0.095
O7 -0.60 -1.61 -6.77  0.129
O8 1.81 -5.91 -9.10  0.114
H38 3.00 -4.35 -7.27  0.136
H39 -1.78 -3.16 -8.60  0.136
H40 0.09 -1.28 -6.16  0.122
H41 1.10 -6.22 -9.69  0.119
C27 6.13 4.59 -3.28  0.059
C28 5.28 3.64 -2.84  -0.225
C29 4.45 3.83 -1.57  -0.292
O9 3.73 2.91 -1.24  0.109
C30 4.57 5.08 -0.84  0.073
C31 5.41 6.02 -1.30  -0.240
C32 6.24 5.82 -2.55  -0.323
O10 6.96 6.77 -2.86  0.078
O11 5.62 7.19 -0.72  0.103
O12 5.11 2.50 -3.46  0.117
H42 6.72 4.47 -4.18  0.130
H43 3.98 5.21 0.06  0.136
H44 6.28 7.65 -1.29  0.113
H45 4.42 1.93 -3.02  0.103

Results
Gap between HOMO and LUMO   4.2 eV
HOMO   -0.1673 Ha
Total charge   -1

---

no.,total energy (eV)
1,-98183.0097
2,-7827.4773
3,-59735.2847
4,-165863.9276